DFT (ωB97M-V/def2-TZVPD) results for a single C3H4O2S2 molecule at a distorted geometry.

```
11
Properties=species:S:1:pos:R:3
O 0.06 2.22 -0.32
C 1.19 1.61 -0.44
O 1.48 0.52 0.17
C 0.27 -0.10 0.62
C -0.54 -1.05 -0.32
S -0.26 -1.43 -1.86
S -1.99 -1.35 0.63
H 2.04 2.07 -0.96
H -0.31 0.72 1.06
H 0.63 -0.73 1.58
H -2.57 -2.49 -0.16
```

Net charge = 0
Multiplicity = 1
LUMO energy = -0.02217 Ha
HOMO-LUMO gap = 8.59 eV
SMILES string = O=COCC(=S)S
Relative energy (zero: lowest compared OMol25 entry of this formula, charge and spin) = 39.5 kcal/mol
Highest occupied orbital energy = -9.195 eV



DFT (ωB97M-V/def2-TZVPD) results for 2 unconnected molecules or ions with the total composition C6H10NO2 at a distorted geometry.

```
19
Properties=species:S:1:pos:R:3
C 0.34 -0.80 -0.43
C -0.27 0.31 -2.09
C 1.19 -1.66 -0.77
C 0.68 0.24 -3.16
C -0.84 0.76 2.86
C 0.16 -0.02 1.95
N -0.59 -0.45 0.65
O 2.06 -2.26 -1.27
O -1.27 0.86 -1.83
H 1.54 0.77 -2.73
H 0.34 0.82 -4.06
H 0.86 -0.78 -3.36
H -1.15 1.59 2.12
H -1.77 0.20 3.07
H -0.49 1.32 3.85
H 0.69 -0.87 2.46
H 0.92 0.72 1.67
H -1.11 0.44 0.30
H -1.28 -1.19 0.75
```

Net charge = +1
Multiplicity = 1
LUMO energy = -0.15596 Ha
HOMO-LUMO gap = 9.40 eV
Relative energy (zero: lowest compared OMol25 entry of this formula, charge and spin) = 48.4 kcal/mol
Highest occupied orbital energy = -13.648 eV



DFT (ωB97M-V/def2-TZVPD) results for a single C4H6N2O molecule at a distorted geometry.

```
13
Properties=species:S:1:pos:R:3
N -0.62 1.50 1.82
C -0.11 0.71 0.98
O 0.27 -0.56 1.28
C 0.35 -1.49 0.19
C -0.36 -1.18 -1.06
C -0.14 0.21 -1.41
N 0.13 1.13 -0.33
H -0.69 1.06 2.73
H 1.40 -1.53 -0.19
H 0.11 -2.47 0.60
H -0.82 0.63 -2.17
H 0.78 -0.06 -2.01
H -0.31 2.03 -0.44
```

Net charge = 0
Multiplicity = 1
LUMO energy = -0.02175 Ha
HOMO-LUMO gap = 8.36 eV
Relative energy (zero: lowest compared OMol25 entry of this formula, charge and spin) = 101.9 kcal/mol
Highest occupied orbital energy = -8.948 eV



DFT (ωB97M-V/def2-TZVPD) results for 19 unconnected molecules or ions with the total composition C56H159N9O29 at a distorted geometry.

```
253
Properties=species:S:1:pos:R:3
C 18.15 30.28 -12.32
C 19.01 29.28 -11.58
C 19.09 29.57 -10.14
O 19.83 28.52 -9.46
C 21.23 28.80 -9.44
N 18.32 27.95 -11.76
H 17.15 30.43 -11.93
H 17.94 30.10 -13.38
H 18.55 31.29 -12.33
H 20.02 29.29 -11.97
H 18.11 29.53 -9.65
H 19.46 30.58 -9.93
H 21.41 29.83 -9.14
H 21.78 28.69 -10.37
H 21.72 28.10 -8.76
H 17.51 27.93 -11.15
H 18.86 27.19 -11.39
C 10.48 22.97 -9.84
C 10.38 23.48 -8.48
C 11.75 23.83 -7.86
O 12.59 22.58 -7.81
C 13.84 22.71 -6.99
N 9.55 24.62 -8.44
H 9.52 22.71 -10.28
H 10.90 21.97 -9.98
H 10.82 23.72 -10.55
H 10.12 22.66 -7.81
H 11.87 24.26 -6.87
H 12.12 24.66 -8.46
H 14.48 21.82 -7.08
H 13.52 22.75 -5.95
H 14.24 23.61 -7.45
H 10.04 25.46 -8.71
H 8.80 24.44 -9.09
C 8.13 22.99 -12.63
C 7.22 24.27 -12.68
C 5.81 23.91 -13.09
O 4.96 25.03 -12.83
C 4.80 25.97 -13.96
N 7.31 24.93 -11.37
H 7.99 22.42 -13.55
H 7.89 22.49 -11.69
H 9.19 23.22 -12.57
H 7.73 25.04 -13.26
H 5.46 23.03 -12.55
H 5.95 23.73 -14.16
H 5.72 26.12 -14.53
H 4.40 26.87 -13.50
H 4.05 25.42 -14.52
H 6.49 25.52 -11.41
H 6.88 24.30 -10.71
C 12.85 31.34 -9.92
C 14.05 30.42 -9.74
C 14.59 29.51 -10.91
O 15.63 28.58 -10.61
C 15.23 27.54 -9.79
N 15.19 31.33 -9.44
H 12.98 32.09 -10.69
H 12.44 31.75 -8.99
H 12.04 30.62 -10.01
H 13.72 29.78 -8.92
H 14.91 30.12 -11.75
H 13.74 28.99 -11.37
H 14.65 27.86 -8.93
H 16.10 26.95 -9.48
H 14.62 26.85 -10.38
H 16.05 30.88 -9.16
H 15.46 31.74 -10.32
C 18.13 19.12 -8.60
C 16.86 19.10 -9.55
C 15.55 19.66 -8.98
O 14.56 19.24 -9.92
C 13.26 19.57 -9.62
N 17.23 19.78 -10.74
H 18.00 18.23 -7.98
H 18.14 19.96 -7.91
H 19.02 19.00 -9.22
H 16.73 18.07 -9.87
H 15.69 20.74 -8.88
H 15.27 19.29 -7.99
H 12.72 18.97 -10.36
H 13.05 20.62 -9.82
H 12.86 19.18 -8.69
H 16.38 19.87 -11.28
H 17.72 19.11 -11.31
C 9.14 18.64 -9.93
C 8.10 19.24 -10.92
C 7.56 18.23 -11.90
O 8.60 17.80 -12.71
C 9.23 18.74 -13.56
N 6.92 19.76 -10.10
H 8.76 17.77 -9.39
H 9.61 19.39 -9.29
H 10.03 18.36 -10.49
H 8.45 20.17 -11.35
H 6.77 18.56 -12.57
H 7.22 17.43 -11.24
H 10.21 18.37 -13.85
H 9.17 19.80 -13.34
H 8.74 18.60 -14.53
H 7.21 20.63 -9.67
H 7.01 19.22 -9.25
C 6.80 19.62 -18.51
C 7.22 20.23 -17.13
C 7.25 21.74 -17.00
O 8.29 22.41 -17.75
C 9.57 22.27 -17.18
N 6.12 19.86 -16.21
H 5.81 19.98 -18.80
H 6.69 18.55 -18.36
H 7.54 19.70 -19.30
H 8.11 19.72 -16.76
H 7.50 21.84 -15.95
H 6.27 22.13 -17.28
H 9.93 21.27 -16.90
H 9.73 22.95 -16.34
H 10.24 22.52 -18.00
H 5.83 18.90 -16.16
H 5.31 20.46 -16.34
C 21.10 24.63 -16.80
C 21.51 23.57 -17.87
C 20.34 23.17 -18.84
O 19.26 22.59 -18.03
C 18.10 22.29 -18.79
N 22.69 23.99 -18.59
H 20.63 25.47 -17.32
H 21.92 24.88 -16.13
H 20.29 24.23 -16.19
H 21.92 22.71 -17.33
H 20.77 22.44 -19.52
H 20.00 24.05 -19.39
H 17.86 22.94 -19.64
H 17.34 22.30 -18.02
H 18.14 21.24 -19.07
H 23.30 24.56 -18.02
H 22.33 24.75 -19.14
C 17.67 23.17 -7.17
C 17.91 23.99 -8.40
C 18.84 23.32 -9.46
O 19.09 24.27 -10.51
C 20.18 23.90 -11.38
N 16.68 24.34 -9.04
H 17.55 23.63 -6.19
H 18.59 22.62 -6.95
H 16.86 22.43 -7.24
H 18.52 24.83 -8.06
H 18.47 22.38 -9.86
H 19.79 23.18 -8.95
H 19.99 24.24 -12.40
H 20.44 22.84 -11.43
H 21.13 24.29 -11.02
H 16.19 23.49 -9.29
H 16.90 24.79 -9.91
C 17.31 16.61 -13.87
C 18.66 16.85 -13.29
O 18.88 17.79 -12.20
O 16.46 15.94 -12.97
H 17.19 16.10 -14.83
H 16.84 17.59 -13.73
H 19.36 17.05 -14.10
H 19.13 15.98 -12.83
H 19.76 18.12 -12.01
H 16.33 16.50 -12.20
C 19.04 20.83 -13.31
C 19.72 21.63 -14.48
O 18.74 21.85 -15.48
O 18.02 21.62 -12.67
H 19.81 20.65 -12.56
H 18.53 19.92 -13.63
H 20.46 20.99 -14.96
H 20.29 22.53 -14.27
H 19.13 21.82 -16.36
H 17.90 21.23 -11.80
C 21.21 19.54 -17.60
C 19.92 18.74 -17.50
O 19.34 19.06 -16.23
O 21.98 19.31 -18.71
H 21.73 19.04 -16.79
H 21.15 20.61 -17.42
H 19.99 17.66 -17.44
H 19.26 18.94 -18.34
H 19.20 20.00 -16.12
H 22.74 19.89 -18.65
C 14.88 23.42 -13.51
C 13.40 23.64 -13.53
O 12.96 24.11 -14.83
O 15.46 22.24 -14.09
H 15.23 23.37 -12.48
H 15.39 24.37 -13.68
H 13.17 24.27 -12.67
H 13.02 22.64 -13.32
H 13.02 23.36 -15.42
H 16.37 22.25 -13.80
C 9.90 28.09 -8.59
C 10.38 28.92 -7.43
O 11.19 28.07 -6.49
O 10.86 27.35 -9.33
H 9.37 28.77 -9.26
H 9.08 27.42 -8.32
H 9.54 29.21 -6.81
H 10.81 29.88 -7.73
H 12.04 28.12 -6.92
H 10.42 26.96 -10.09
C 15.51 27.03 -20.07
C 16.12 25.67 -19.94
O 17.48 25.92 -19.61
O 16.32 27.83 -20.99
H 15.56 27.47 -19.07
H 14.44 26.99 -20.29
H 16.07 24.97 -20.76
H 15.78 25.06 -19.10
H 17.41 26.24 -18.70
H 17.25 27.63 -20.93
C 18.25 26.78 -15.99
C 18.21 25.94 -14.75
O 17.22 26.53 -13.97
O 17.23 26.48 -16.93
H 19.19 26.76 -16.54
H 18.06 27.82 -15.72
H 19.16 25.97 -14.22
H 18.02 24.90 -15.00
H 17.69 27.15 -13.41
H 16.37 26.69 -16.55
C 10.09 27.33 -13.84
C 10.83 26.43 -12.85
O 10.10 26.21 -11.64
O 8.68 26.93 -14.07
H 10.64 27.31 -14.78
H 10.15 28.38 -13.53
H 11.88 26.61 -12.61
H 10.70 25.45 -13.32
H 9.18 25.96 -11.81
H 8.16 27.63 -14.48
C 13.32 20.51 -16.46
C 13.60 19.55 -15.26
O 15.00 19.28 -15.08
O 13.72 21.85 -16.16
H 12.28 20.37 -16.74
H 14.08 20.24 -17.20
H 13.10 18.64 -15.59
H 13.23 19.66 -14.24
H 15.50 19.94 -14.60
H 14.57 21.90 -15.72
C 13.61 27.17 -16.54
C 13.44 27.94 -15.20
O 12.41 28.91 -15.55
O 14.31 25.97 -16.44
H 14.16 27.81 -17.23
H 12.62 26.98 -16.94
H 14.32 28.55 -14.97
H 13.19 27.29 -14.36
H 12.83 29.45 -16.23
H 13.85 25.37 -15.84
```

Net charge = 0
Multiplicity = 1
LUMO energy = 0.01046 Ha
HOMO-LUMO gap = 8.98 eV
Relative energy (zero: lowest compared OMol25 entry of this formula, charge and spin) = 147.9 kcal/mol
Highest occupied orbital energy = -8.691 eV



DFT (ωB97M-V/def2-TZVPD) results for a molecular structure, C6H14CaOSSi at a distorted geometry.

```
24
Properties=species:S:1:pos:R:3
S -2.52 -1.61 -0.09
C -0.79 -1.72 -0.73
C 0.19 -2.06 0.41
C 1.15 -0.91 0.74
Si 0.36 0.57 1.62
C 0.58 2.22 0.73
C 0.23 2.08 -0.72
C 1.46 1.65 -1.67
O 0.65 3.00 -1.54
H -3.23 -1.06 -1.09
H -0.82 -2.51 -1.47
H -0.55 -0.77 -1.20
H 0.79 -2.87 0.01
H -0.32 -2.44 1.29
H 1.58 -0.58 -0.21
H 1.97 -1.31 1.32
H -1.10 0.35 1.89
H 1.02 0.67 2.94
H -0.12 2.97 1.10
H 1.61 2.54 0.75
H -0.73 1.63 -0.97
H 0.77 0.86 -2.13
H 1.81 1.93 -2.67
Ca -4.00 -2.62 1.69
```

Net charge = +2
Multiplicity = 1
LUMO energy = -0.36991 Ha
HOMO-LUMO gap = 3.49 eV
Highest occupied orbital energy = -13.551 eV



DFT (ωB97M-V/def2-TZVPD) results for 2 unconnected molecules or ions with the total composition C8H15N at a distorted geometry.

```
24
Properties=species:S:1:pos:R:3
C -1.00 1.77 0.62
C -1.45 0.49 1.01
C -0.43 -0.11 1.73
N 0.61 0.78 1.78
C 0.28 1.93 1.11
H -1.56 2.52 0.04
H -2.42 0.03 0.79
H -0.36 -1.09 2.20
H 1.50 0.61 2.25
H 0.98 2.77 1.04
C 1.90 -1.04 0.12
C 0.88 -0.27 -0.72
C -0.33 -1.12 -1.08
C -1.35 -0.35 -1.92
H 2.77 -0.40 0.37
H 2.26 -1.92 -0.43
H 1.44 -1.37 1.06
H 0.54 0.62 -0.16
H 1.36 0.08 -1.65
H 0.01 -2.01 -1.64
H -0.81 -1.47 -0.14
H -0.89 -0.01 -2.86
H -1.71 0.53 -1.37
H -2.22 -0.99 -2.16
```

Net charge = 0
Multiplicity = 1
LUMO energy = 0.03458 Ha
HOMO-LUMO gap = 9.19 eV
SMILES string = c1cc[nH]c1.CCCC
Relative energy (zero: lowest compared OMol25 entry of this formula, charge and spin) = 29.6 kcal/mol
Highest occupied orbital energy = -8.245 eV